# 1
Formula: C48H74F4N2O30
Source: OMol25
Level of theory: ωB97M-V with the def2-TZVPD basis set

- HOMO energy: -7.48 eV
- SMILES string: C=CC[C@]1(C(=O)[O-])[C@](O)(F)O[C@@H](C=C)[C@](COCOCCO)(NCC)[N@+]1(CCCCCCCCOC)COC(F)(F)F.O=C1OCCO1.O=C1OCCO1.O=C1OCCO1.O=C1OCCO1.O=C1OCCO1.O=C1OCCO1.O=C1OCCO1
- E_tot: -126225.654 eV

Element x y z (Å)
C 0.961 5.474 -0.676
C 0.638 4.121 -0.065
C 1.515 3.730 1.256
C 1.358 2.300 1.984
C -0.185 2.303 2.535
O -1.295 2.594 1.794
O -0.649 1.840 3.889
C 2.253 2.565 3.375
O 1.648 3.633 4.254
F 3.591 3.210 3.097
O 2.283 1.445 4.294
C 2.903 0.336 3.561
C 3.350 -0.687 4.717
C 3.552 -2.153 4.767
C 2.098 -0.163 2.225
C 0.672 -0.988 2.564
O 0.622 -1.776 3.773
C -0.688 -1.626 4.443
O -0.895 -2.659 5.497
C -2.296 -2.602 6.002
C -2.501 -3.623 7.271
O -3.272 -4.841 6.937
N 2.878 -1.308 1.716
C 4.314 -1.467 1.647
C 4.649 -3.114 1.631
N 1.810 1.020 1.232
C 0.789 0.630 0.176
C 1.003 -0.646 -0.776
C 1.808 -0.371 -2.217
C 1.314 -1.546 -3.298
C 0.417 -0.886 -4.506
C -0.911 -1.845 -4.724
C -2.153 -0.810 -5.152
C -2.569 -0.025 -3.741
O -4.039 -0.071 -3.678
C -4.555 0.821 -2.608
C 3.094 1.314 0.426
O 3.021 2.164 -0.755
C 4.329 2.679 -1.163
F 5.469 1.741 -0.967
F 4.245 2.889 -2.658
F 4.645 4.052 -0.619
H 1.924 6.092 -0.347
H 0.237 5.989 -1.436
H -0.232 3.511 -0.552
H 2.627 4.046 0.949
H 1.200 4.616 1.996
H 1.788 3.383 5.224
H 3.945 0.766 3.153
H 3.692 -0.183 5.751
H 2.685 -2.940 4.889
H 4.661 -2.560 4.707
H -0.286 -0.341 2.560
H 0.461 -1.774 1.683
H -1.571 -1.757 3.654
H -0.849 -0.583 4.951
H -2.527 -1.518 6.387
H -3.079 -2.851 5.162
H -1.417 -3.983 7.595
H -3.059 -3.026 8.122
H -3.450 -4.911 5.952
H 2.521 -2.262 2.032
H 4.880 -1.105 0.657
H 5.004 -1.070 2.518
H 4.791 -3.554 2.704
H 5.693 -3.253 1.074
H 3.824 -3.692 1.026
H -0.331 0.505 0.577
H 0.592 1.497 -0.627
H 1.399 -1.641 -0.332
H -0.082 -0.951 -1.191
H 1.656 0.712 -2.629
H 2.972 -0.583 -2.065
H 0.760 -2.441 -2.765
H 2.275 -2.020 -3.799
H 1.064 -0.844 -5.497
H 0.164 0.228 -4.235
H -0.716 -2.666 -5.560
H -1.216 -2.351 -3.706
H -1.669 -0.070 -5.941
H -3.082 -1.387 -5.591
H -2.147 -0.594 -2.797
H -2.117 1.065 -3.702
H -4.901 0.108 -1.736
H -3.688 1.512 -2.215
H -5.425 1.456 -3.083
H 3.993 1.645 1.122
H 3.496 0.339 -0.140
C 0.522 9.943 -1.472
C 0.610 10.592 -2.815
O 0.675 9.492 -3.704
C 0.109 8.429 -3.062
O -0.156 7.364 -3.594
O -0.123 8.713 -1.747
H -0.061 10.535 -0.761
H 1.507 9.737 -1.041
H -0.278 11.186 -3.052
H 1.497 11.223 -2.915
C -9.209 0.390 -4.987
C -9.880 1.664 -4.586
O -9.312 1.946 -3.321
C -8.106 1.308 -3.276
O -7.272 1.472 -2.401
O -7.954 0.465 -4.338
H -9.082 0.309 -6.070
H -9.742 -0.495 -4.624
H -9.651 2.489 -5.268
H -10.965 1.557 -4.508
C -5.493 1.223 4.590
C -4.312 0.319 4.736
O -4.524 -0.292 5.995
C -5.864 -0.228 6.247
O -6.420 -0.808 7.165
O -6.500 0.567 5.338
H -5.800 1.343 3.548
H -5.318 2.213 5.025
H -4.284 -0.459 3.966
H -3.366 0.866 4.724
C 9.300 -0.929 2.012
C 9.537 -0.529 3.432
O 8.244 -0.580 4.005
C 7.505 -1.437 3.241
O 6.397 -1.847 3.542
O 8.169 -1.776 2.097
H 10.152 -1.462 1.582
H 9.054 -0.075 1.372
H 10.186 -1.233 3.962
H 9.958 0.477 3.516
C 1.300 -7.422 0.499
C 2.021 -7.493 1.806
O 2.373 -6.146 2.057
C 1.495 -5.369 1.358
O 1.399 -4.159 1.477
O 0.738 -6.123 0.508
H 0.519 -8.182 0.413
H 1.977 -7.508 -0.358
H 1.379 -7.849 2.619
H 2.913 -8.124 1.755
C -1.167 1.052 -8.735
C -1.078 1.701 -10.078
O -1.014 0.602 -10.967
C -1.580 -0.462 -10.325
O -1.845 -1.527 -10.857
O -1.812 -0.178 -9.010
H -1.749 1.645 -8.024
H -0.182 0.846 -8.304
H -1.967 2.296 -10.315
H -0.191 2.332 -10.178
C -2.478 -4.182 0.989
C -1.541 -4.182 -0.175
O -2.375 -4.525 -1.265
C -3.649 -4.181 -0.913
O -4.598 -4.181 -1.679
O -3.721 -3.837 0.406
H -2.193 -3.454 1.753
H -2.567 -5.170 1.454
H -1.105 -3.195 -0.360
H -0.734 -4.911 -0.060


# 2
Formula: C48H76N4O16
Source: OMol25
Level of theory: ωB97M-V with the def2-TZVPD basis set

- HOMO energy: -10.19 eV
- SMILES string: O=C1CCCO1.O=C1CCCO1.O=C1CCCO1.O=C1CCCO1.O=C1CCCO1.O=C1CCCO1.O=C1CCCO1.O=C1CCCO1.CCCC#N.CCCC#N.CCCC#N.CCCC#N
- E_tot: -89730.253 eV

Element x y z (Å)
O 12.100 12.011 15.515
C 12.063 11.325 16.455
O 13.086 11.144 17.248
C 12.692 10.593 18.540
C 11.377 9.891 18.227
C 10.791 10.559 16.959
H 12.610 11.432 19.250
H 13.493 9.870 18.746
H 10.636 9.978 19.095
H 11.537 8.807 18.114
H 10.007 11.286 17.112
H 10.499 9.856 16.190
O 16.558 15.237 8.146
C 16.596 15.394 9.337
O 17.707 15.278 10.075
C 17.426 15.503 11.484
C 16.181 16.395 11.452
C 15.440 15.703 10.266
H 18.276 15.937 12.003
H 17.191 14.569 12.001
H 16.529 17.411 11.233
H 15.562 16.433 12.355
H 14.792 16.340 9.708
H 14.840 14.837 10.623
O 8.961 17.604 14.696
C 10.005 17.017 14.577
O 11.124 17.532 14.050
C 12.211 16.551 14.010
C 11.518 15.218 14.166
C 10.289 15.577 15.006
H 12.926 16.739 14.816
H 12.718 16.672 13.061
H 12.189 14.540 14.667
H 11.256 14.677 13.247
H 10.413 15.479 16.122
H 9.439 14.916 14.704
O 16.950 8.555 12.040
C 16.107 8.450 11.174
O 14.825 8.311 11.440
C 14.171 7.814 10.249
C 15.256 7.187 9.449
C 16.343 8.191 9.656
H 13.584 8.647 9.905
H 13.473 6.988 10.515
H 14.987 6.916 8.430
H 15.483 6.241 10.004
H 16.203 9.159 9.153
H 17.365 7.860 9.464
O 14.424 10.008 7.390
C 13.858 11.037 7.591
O 14.148 12.184 6.978
C 13.463 13.262 7.513
C 12.233 12.727 8.225
C 12.590 11.231 8.398
H 13.122 13.956 6.725
H 14.133 13.857 8.168
H 11.271 12.878 7.720
H 12.121 13.231 9.201
H 11.802 10.596 7.952
H 12.693 10.885 9.439
O 15.271 11.985 10.021
C 16.451 11.938 9.672
O 17.374 11.676 10.574
C 18.706 11.694 10.002
C 18.513 11.528 8.490
C 17.067 11.951 8.268
H 19.335 10.986 10.516
H 19.124 12.674 10.189
H 18.645 10.451 8.164
H 19.220 12.164 7.922
H 16.485 11.300 7.597
H 16.931 12.929 7.801
O 11.692 9.420 11.108
C 10.861 10.196 11.433
O 9.796 9.756 12.156
C 8.966 10.868 12.532
C 9.738 12.132 12.166
C 10.811 11.640 11.200
H 8.920 10.763 13.609
H 7.975 10.785 12.101
H 10.107 12.491 13.133
H 9.061 12.832 11.732
H 11.820 11.990 11.303
H 10.542 11.966 10.187
O 13.378 13.385 12.361
C 14.240 12.645 12.807
O 15.437 13.038 13.172
C 16.218 11.931 13.668
C 15.195 10.820 14.010
C 14.052 11.133 12.984
H 16.708 12.218 14.625
H 16.922 11.699 12.823
H 14.810 10.916 15.056
H 15.746 9.860 14.007
H 13.081 11.032 13.461
H 14.053 10.696 12.004
C 19.591 10.083 13.870
C 19.999 11.449 14.428
C 20.101 12.526 13.325
C 20.991 12.194 12.249
N 21.678 11.845 11.398
H 18.632 10.084 13.381
H 19.582 9.386 14.688
H 20.320 9.728 13.158
H 20.956 11.384 14.932
H 19.238 11.801 15.148
H 20.424 13.446 13.791
H 19.186 12.852 12.846
C 11.455 7.182 14.348
C 12.723 7.743 13.840
C 13.980 7.240 14.642
C 13.868 7.343 16.080
N 13.737 7.464 17.220
H 11.461 6.088 14.469
H 10.593 7.492 13.730
H 11.335 7.489 15.359
H 12.825 8.846 13.895
H 12.898 7.462 12.827
H 14.898 7.710 14.369
H 14.167 6.210 14.517
C 15.673 14.365 17.867
C 15.030 14.283 16.498
C 15.654 15.262 15.489
C 17.018 15.003 15.102
N 18.091 14.767 14.825
H 16.730 14.580 17.894
H 15.427 13.405 18.352
H 15.151 15.148 18.510
H 13.919 14.492 16.553
H 15.165 13.277 16.176
H 15.634 16.240 15.933
H 15.017 15.266 14.573
C 17.113 10.743 17.179
C 16.635 9.991 18.444
C 17.693 9.077 19.096
C 18.829 9.810 19.600
N 19.806 10.287 19.965
H 17.406 10.028 16.411
H 17.976 11.402 17.280
H 16.257 11.308 16.798
H 15.826 9.295 18.163
H 16.279 10.705 19.197
H 18.107 8.370 18.401
H 17.226 8.539 19.935


# 3
Formula: C48H78FN3O12
Source: OMol25
Level of theory: ωB97M-V with the def2-TZVPD basis set

- HOMO energy: -8.47 eV
- SMILES string: CC[C@H](C)N1C(=O)c2c(CN)c(CCCCn3cccc3)c(CCCF)c(CCCCCCOC(C)=O)c2C1=O.CCOC(C)=O.CCOC(C)=O.CCOC(C)=O.CCOC(C)=O
- E_tot: -82797.733 eV

Element x y z (Å)
C 1.565 5.680 -5.603
C 1.545 4.126 -5.756
C 1.531 3.456 -4.368
C 2.866 3.669 -3.640
N 1.177 2.034 -4.477
C -0.232 1.754 -4.362
O -0.985 1.484 -5.263
C -0.438 1.815 -2.849
C -1.517 2.155 -2.094
C -2.817 2.543 -2.793
N -3.523 1.353 -3.307
C -1.332 2.138 -0.706
C -2.491 2.567 0.206
C -2.158 4.001 0.751
C -2.753 5.141 -0.114
C -3.367 6.257 0.779
N -2.932 7.609 0.440
C -3.131 8.582 1.349
C -2.631 9.766 0.875
C -2.130 9.425 -0.407
C -2.329 8.112 -0.680
C -0.119 1.778 -0.134
C 0.071 1.783 1.372
C -0.604 0.574 2.135
C -1.352 -0.420 1.264
F -1.536 -1.587 2.042
C 0.983 1.418 -0.933
C 2.348 1.002 -0.405
C 2.377 -0.521 -0.063
C 2.563 -0.795 1.452
C 4.038 -1.114 1.790
C 4.776 0.170 2.246
C 6.293 0.100 2.067
O 6.887 -1.053 2.671
C 7.059 -2.116 1.824
C 7.783 -1.973 0.494
O 6.663 -3.208 2.172
C 0.787 1.453 -2.280
C 1.730 1.175 -3.457
O 2.645 0.401 -3.562
H 1.511 5.952 -4.542
H 2.488 6.087 -6.021
H 0.699 6.145 -6.075
H 0.581 3.889 -6.218
H 2.382 3.784 -6.365
H 0.786 4.027 -3.782
H 3.066 4.745 -3.648
H 3.704 3.197 -4.160
H 2.807 3.398 -2.581
H -2.528 3.101 -3.690
H -3.490 3.133 -2.179
H -3.832 0.776 -2.529
H -2.859 0.781 -3.820
H -3.404 2.573 -0.382
H -2.545 1.911 1.073
H -1.075 4.144 0.739
H -2.460 4.053 1.802
H -2.024 5.524 -0.828
H -3.586 4.732 -0.697
H -3.041 6.074 1.807
H -4.454 6.132 0.780
H -3.616 8.408 2.298
H -2.627 10.723 1.369
H -1.650 10.158 -1.044
H -2.090 7.535 -1.555
H 1.122 1.795 1.652
H -0.344 2.693 1.805
H 0.185 0.041 2.674
H -1.253 0.981 2.917
H -0.800 -0.743 0.379
H -2.365 -0.098 1.019
H 2.643 1.648 0.423
H 3.045 1.157 -1.235
H 1.394 -0.928 -0.333
H 3.092 -1.066 -0.683
H 1.951 -1.671 1.694
H 2.239 0.044 2.070
H 4.567 -1.602 0.965
H 4.059 -1.797 2.647
H 4.417 0.985 1.604
H 4.505 0.407 3.279
H 6.523 0.225 1.003
H 6.724 0.972 2.573
H 8.422 -2.826 0.290
H 7.008 -1.954 -0.283
H 8.294 -1.008 0.439
O 1.587 -2.129 4.726
C 2.107 -3.175 5.006
O 1.803 -4.275 4.295
C 2.478 -5.532 4.438
C 1.889 -6.339 5.576
C 3.023 -3.296 6.199
H 3.555 -5.391 4.538
H 2.322 -6.065 3.501
H 2.012 -5.832 6.534
H 2.366 -7.317 5.640
H 0.818 -6.479 5.424
H 2.420 -3.429 7.097
H 3.592 -2.373 6.287
H 3.746 -4.104 6.123
O -2.057 -8.765 1.836
C -1.783 -7.670 1.429
O -1.257 -6.766 2.275
C -0.732 -5.497 1.859
C -1.821 -4.454 1.743
C -2.095 -7.259 0.009
H -0.153 -5.597 0.939
H -0.031 -5.195 2.636
H -2.556 -4.722 0.982
H -1.392 -3.495 1.487
H -2.361 -4.360 2.686
H -3.136 -6.944 -0.048
H -1.948 -8.123 -0.635
H -1.454 -6.468 -0.375
O -2.998 1.958 -9.694
C -2.481 0.911 -9.419
O -2.850 -0.200 -10.089
C -2.180 -1.455 -9.966
C -2.688 -2.245 -8.777
C -1.493 0.795 -8.284
H -1.097 -1.316 -9.941
H -2.401 -1.998 -10.884
H -2.496 -1.725 -7.838
H -2.209 -3.223 -8.734
H -3.767 -2.384 -8.851
H -2.035 0.692 -7.347
H -0.900 1.706 -8.251
H -0.791 -0.030 -8.390
O -1.913 -1.342 7.506
C -2.514 -2.205 6.930
O -3.627 -2.719 7.492
C -4.509 -3.618 6.816
C -4.034 -5.053 6.922
C -2.007 -2.789 5.633
H -4.663 -3.306 5.782
H -5.471 -3.517 7.317
H -3.064 -5.192 6.442
H -4.749 -5.729 6.453
H -3.916 -5.335 7.969
H -1.262 -3.553 5.853
H -1.539 -1.994 5.056
H -2.787 -3.211 5.003


Q: The highest HOMO energy belongs to which entry?
A: C48H74F4N2O30


Q: Which of these has the lowest E_tot?
A: C48H74F4N2O30